C4H7Br2NO in the gas phase, computed with wB97M-V/def2-TZVPD.

Output
LUMO energy: 0.5 eV
Gap between HOMO and LUMO: 9.941 eV
SMILES: C[C@H](Br)[C@@H](Br)C(N)=O
Relative energy (zero: lowest compared OMol25 entry of this formula, charge and spin): 60.4 kJ/mol
M: 244.91 g mol⁻¹

```
! wB97M-V def2-TZVPD RIJCOSX def2/J DEFGRID3
* xyz 0 1
C 0.074 1.930 0.192
C 0.991 0.747 0.436
Br 2.931 1.264 -0.085
C 0.676 -0.517 -0.302
Br 1.766 -2.014 0.038
C -1.059 -0.981 0.143
N -1.522 -1.914 -0.605
O -1.559 -0.448 1.095
H -0.074 2.560 1.088
H 0.431 2.625 -0.579
H -0.961 1.492 -0.113
H 0.928 0.710 1.591
H 0.678 -0.503 -1.466
H -0.933 -2.560 -1.198
H -2.366 -2.391 -0.234
*
```

Mulliken population analysis, charges in e, atoms 1 to 8: number 1, C, carries -1.0707; number 2, C, carries 0.1184; number 3, Br, carries -0.2037; number 4, C, carries -0.5270; number 5, Br, carries -0.0430; number 6, C, carries 0.4911; number 7, N, carries -0.3737; number 8, O, carries -0.5418